[1]
C31H34Br2Cl2N5O3PbSSbSe4 | ωB97M-V with the def2-TZVPD basis set

Cartesian coordinates (Å):
Pb: -0.79442 -1.37956 -1.01584
C: 1.01678 -3.94892 -6.48173
C: 0.18367 -2.88407 -5.83668
C: -0.30927 -1.80810 -6.55753
C: -1.07559 -0.83653 -5.93447
C: -1.31264 -1.00201 -4.58726
Br: -2.45361 0.29261 -3.74233
N: -0.85283 -1.99144 -3.85353
C: -0.10626 -2.91616 -4.46919
H: 0.83522 -3.98222 -7.55803
H: 0.83039 -4.92200 -6.03014
H: 2.07732 -3.75097 -6.29647
H: -0.09815 -1.73050 -7.61860
H: -1.48594 0.00803 -6.46849
H: 0.26775 -3.73470 -3.85990
Se: 4.01890 -3.73814 -4.08836
Sb: 2.88981 -5.01227 -2.26819
Se: 1.91993 -3.87109 1.01225
Se: 1.55791 -2.84201 -1.04240
Se: 1.12921 -6.42520 -3.29809
C: 4.88410 -1.66078 -0.56516
C: 4.89331 -0.53425 -1.59963
C: 3.52743 -0.30489 -2.23213
S: 2.28856 0.21165 -1.04052
O: 0.99936 0.30884 -1.83995
C: 2.78570 1.94397 -0.77870
C: 3.41802 2.14024 0.59568
C: 2.41963 1.89918 1.72870
H: 5.84186 -1.70885 -0.04230
H: 4.71570 -2.61543 -1.06526
H: 4.09508 -1.54055 0.17924
H: 5.57214 -0.80051 -2.41256
H: 5.26961 0.39646 -1.15809
H: 3.14320 -1.24245 -2.64636
H: 3.54265 0.44881 -3.02299
H: 1.84231 2.48768 -0.85136
H: 3.43635 2.25386 -1.59735
H: 3.81027 3.16047 0.65335
H: 4.27418 1.47052 0.70706
H: 1.67548 2.69958 1.76079
H: 2.91960 1.86452 2.69699
H: 1.88218 0.95597 1.60197
Br: -4.35673 -2.38309 -0.14037
C: -3.14108 -3.86346 -0.04378
C: -3.35223 -4.83127 0.91473
C: -2.43284 -5.87092 0.96383
C: -1.39373 -5.90399 0.05382
C: -1.28811 -4.87423 -0.86816
N: -2.15033 -3.85070 -0.90462
H: -4.17953 -4.75690 1.60485
H: -2.52854 -6.63549 1.72460
H: -0.64707 -6.68356 0.04429
H: -0.47802 -4.87265 -1.58913
Cl: -0.44207 -3.13565 4.06356
C: 0.00861 -1.58087 3.33412
Cl: 1.62654 -1.07315 3.85794
C: -0.18812 -1.53048 1.80770
O: 0.42893 -0.64665 1.19843
O: -1.12841 -2.20862 1.34551
H: -0.68198 -0.84546 3.73941
N: -2.14800 5.48508 2.82531
C: -2.45772 6.28299 3.90384
C: -2.42658 7.65914 4.10139
C: -2.82414 8.11824 5.34291
C: -3.23516 7.23368 6.35283
C: -3.26293 5.86844 6.14582
C: -2.87109 5.38639 4.89860
N: -2.81869 4.08588 4.42610
C: -2.38833 4.18678 3.19995
C: -2.20564 3.06215 2.26505
C: -1.62676 3.23517 1.01431
C: -1.54840 2.14588 0.15996
N: -2.00231 0.94270 0.48164
C: -2.52968 0.76778 1.69053
C: -2.65460 1.79535 2.61355
H: -1.85713 5.78942 1.91379
H: -2.10842 8.34057 3.32315
H: -2.81983 9.18227 5.54052
H: -3.53623 7.63437 7.31191
H: -3.57735 5.18112 6.91966
H: -1.21923 4.18645 0.69473
H: -1.08416 2.23160 -0.81770
H: -2.85408 -0.24178 1.92166
H: -3.09370 1.62865 3.58734

Cartesian forces (eV/Å) of the 3 atoms listed first:
0.21 -0.28 0.16
0.12 0.06 0.12
0.04 -0.03 0.03

Properties
LUMO energy: 3.03 eV
HOMO: -0.03280 Ha
net charge: -2

[2]
C31H34CoN4O2P2S2 | ωB97M-V with the def2-TZVPD basis set

Cartesian coordinates (Å):
Co: 0.77759 0.75966 -0.62259
S: 1.41727 -0.08742 1.69666
P: -0.23882 -0.97760 0.98749
C: -1.04334 0.21954 0.04187
P: -1.44031 0.13096 -1.64128
S: -0.42919 1.60058 -2.55883
C: -1.32446 -1.34941 -2.70423
C: -2.42286 -2.19730 -2.82858
C: -2.39058 -3.24100 -3.74014
C: -1.26368 -3.44502 -4.52191
C: -0.16514 -2.60887 -4.38879
C: -0.18904 -1.56267 -3.47940
C: -3.22340 0.54239 -1.76025
C: -3.71423 1.28745 -2.82682
C: -5.03893 1.69855 -2.83485
C: -5.87586 1.36636 -1.77851
C: -5.39345 0.61033 -0.71992
C: -4.06694 0.20447 -0.70709
C: -1.26161 -1.38146 2.45109
C: -2.19304 -0.42705 2.84924
C: -2.94050 -0.61841 4.00196
C: -2.76165 -1.76711 4.76099
C: -1.82818 -2.71688 4.37082
C: -1.07384 -2.52512 3.22247
C: 0.14269 -2.60160 0.27888
C: -0.83672 -3.59116 0.24859
C: -0.55971 -4.81128 -0.34474
C: 0.68318 -5.03963 -0.91753
C: 1.65186 -4.04791 -0.89868
C: 1.38506 -2.82515 -0.30430
H: -3.31299 -2.01570 -2.23926
H: -3.25278 -3.88821 -3.84729
H: -1.24169 -4.26540 -5.22902
H: 0.71228 -2.76489 -5.00439
H: 0.65482 -0.88834 -3.38871
H: -3.04389 1.55666 -3.63362
H: -5.41552 2.29008 -3.66027
H: -6.90324 1.70932 -1.77410
H: -6.04637 0.34980 0.10433
H: -3.66551 -0.36067 0.12667
H: -2.32581 0.45484 2.23225
H: -3.66450 0.12660 4.30881
H: -3.35272 -1.92536 5.65456
H: -1.68670 -3.61151 4.96491
H: -0.34135 -3.26461 2.92272
H: -1.80507 -3.41233 0.69989
H: -1.31813 -5.58418 -0.36568
H: 0.88660 -5.98869 -1.39778
H: 2.61684 -4.22421 -1.35719
H: 2.13870 -2.04518 -0.28281
N: 1.69951 2.66717 -0.35606
C: 3.13537 2.38219 -0.25143
C: 4.04863 3.58874 -0.43318
C: 3.79352 4.66587 0.62401
C: 4.52329 4.37187 1.93428
N: 4.28381 3.00189 2.40930
C: 3.08712 2.53201 2.75253
N: 2.87015 1.21862 2.79976
N: 2.09389 3.37690 3.06371
C: 3.50533 1.20550 -1.21703
O: 4.65908 1.14990 -1.62835
O: 2.56434 0.36946 -1.38354
H: 1.49120 3.15547 -1.22215
H: 1.38143 3.25102 0.40758
H: 3.27494 1.94193 0.73736
H: 3.91101 3.99204 -1.43825
H: 5.08426 3.24159 -0.38385
H: 2.72134 4.73452 0.82639
H: 4.11437 5.64563 0.26600
H: 4.24244 5.09498 2.70412
H: 5.60019 4.45829 1.80126
H: 4.88997 2.31309 1.98627
H: 3.49979 0.61486 2.28723
H: 1.91174 0.88475 2.72235
H: 2.33326 4.31269 3.34657
H: 1.26490 2.98277 3.47944

Cartesian forces (eV/Å) of the 3 atoms listed first:
0.12 0.70 0.48
-2.94 -4.13 -4.21
-2.05 -0.06 -0.21

Properties
LUMO energy (alpha / beta): -0.19 / -0.19 eV
relative energy (zero: lowest compared OMol25 entry of this formula, charge and spin): 63.9 kcal/mol
HOMO (alpha / beta): -0.26271 / -0.25603 Ha
net charge: 0
expectation value of S²: 1.1497
spin multiplicity: 2

[3]
C31H34N3O2RbSSe2 | ωB97M-V with the def2-TZVPD basis set

Cartesian coordinates (Å):
Rb: -0.88872 0.87908 0.99095
N: 0.32926 1.89353 4.30762
C: 1.57912 1.45794 4.61262
C: 2.02116 1.14383 5.87910
C: 3.34273 0.69475 6.08476
C: 4.23133 0.56097 5.05632
C: 3.80827 0.86666 3.73580
C: 4.63069 0.74703 2.59171
C: 4.12859 1.04635 1.35924
C: 2.78460 1.46965 1.24790
N: 1.99960 1.58936 2.28469
C: 2.49227 1.30225 3.51113
H: -0.38572 1.98489 5.00229
H: 0.17160 2.23766 3.37361
H: 1.34756 1.24082 6.72230
H: 3.65370 0.45276 7.09471
H: 5.24343 0.21513 5.22816
H: 5.65444 0.40864 2.71052
H: 4.73399 0.95407 0.46721
H: 2.34573 1.70907 0.28328
C: -1.62453 -2.65771 -4.63415
C: -0.18781 -2.39181 -4.16182
C: 0.02630 -3.10287 -2.82799
C: 0.79926 -2.98182 -5.17930
C: 0.01626 -0.88018 -4.04454
C: 0.04092 -0.09733 -5.21397
C: 0.19684 1.27406 -5.17999
C: 0.31974 1.89383 -3.94210
S: 0.50051 3.57127 -3.53874
C: 0.50477 3.14382 -1.81505
N: 0.38289 1.87576 -1.59139
C: 0.27983 1.14408 -2.76374
C: 0.13631 -0.24687 -2.81775
C: 0.60429 4.20720 -0.77965
C: 1.15117 5.44133 -1.16511
C: 1.24151 6.47502 -0.25220
C: 0.78175 6.25555 1.04771
C: 0.25779 5.01829 1.40011
C: 0.12903 3.91818 0.52301
H: -1.79315 -3.73303 -4.73916
H: -1.82256 -2.18196 -5.59784
H: -2.34167 -2.27205 -3.90793
H: -0.10474 -4.17969 -2.96280
H: -0.67549 -2.78414 -2.05880
H: 1.02711 -2.93048 -2.42918
H: 0.66569 -4.06538 -5.23317
H: 1.82870 -2.77993 -4.87542
H: 0.65551 -2.57796 -6.18306
H: -0.07196 -0.57730 -6.17839
H: 0.21314 1.84929 -6.09773
H: 0.12071 -0.80332 -1.88503
H: 1.52523 5.59795 -2.17421
H: 1.66615 7.42989 -0.54168
H: 0.84133 7.05561 1.78197
H: -0.07274 4.90869 2.43435
O: -4.97068 -2.26743 -0.32078
C: -4.53683 -3.12146 0.72113
C: -3.20930 -2.73492 1.39299
C: -2.78066 -3.94702 2.24125
O: -2.21500 -5.00634 1.48272
C: -3.38430 -1.56925 2.37439
Se: -4.15989 0.13139 1.70113
C: -2.15162 -2.44498 0.31899
Se: -0.25698 -2.47886 0.95557
H: -4.91487 -1.35776 0.04298
H: -4.41819 -4.11517 0.27716
H: -5.30601 -3.19334 1.50785
H: -3.64873 -4.36448 2.76520
H: -2.06922 -3.59202 2.99179
H: -1.35055 -4.65724 1.19827
H: -2.40341 -1.35987 2.80839
H: -4.02929 -1.91017 3.19028
H: -2.38957 -1.48134 -0.14568
H: -2.24662 -3.20015 -0.46280

Cartesian forces (eV/Å) of the 3 atoms listed first:
-0.05 0.03 -0.04
-0.01 0.03 0.06
-0.01 -0.03 -0.12

Properties
LUMO energy: 3.86 eV
relative energy (zero: lowest compared OMol25 entry of this formula, charge and spin): 2.2 kcal/mol
HOMO: -0.04843 Ha
net charge: -2

| no. | strongest force on any atom (hartree/bohr) | calculated total energy (eV) |
| --- | --- | --- |
| 1 | 0.012 | -495433.3868 |
| 2 | 0.128 | -120629.0582 |
| 3 | 0.005 | -183449.6554 |